1.
{
  "formula": "C29H31Br3N6O4",
  "method": "ωB97M-V/def2-TZVPD",
  "species": ["N", "C", "C", "C", "C", "H", "H", "H", "H", "H", "N", "C", "C", "C", "C", "H", "H", "H", "H", "H", "N", "C", "C", "C", "C", "H", "H", "H", "H", "H", "N", "C", "C", "C", "C", "H", "H", "H", "H", "H", "C", "Br", "Br", "Br", "H", "C", "C", "C", "C", "C", "C", "N", "O", "O", "H", "H", "H", "H", "H", "C", "C", "C", "C", "C", "C", "N", "O", "O", "H", "H", "H", "H", "H"],
  "xyz": [[12.27294, 22.30174, 13.39564], [10.89978, 22.55315, 13.44304], [10.72561, 23.35937, 12.29544], [11.83779, 23.85200, 11.72640], [12.87727, 23.15700, 12.38259], [12.88110, 21.84395, 14.05947], [10.19799, 22.10274, 14.12935], [9.76679, 23.52899, 11.82822], [11.98488, 24.65967, 11.02466], [13.94509, 23.20601, 12.22841], [15.47931, 24.64337, 16.20735], [16.62861, 24.23494, 16.85154], [17.53613, 23.83126, 15.78800], [16.79983, 23.89930, 14.59903], [15.59127, 24.42139, 14.87012], [14.63673, 24.93734, 16.68037], [16.68742, 24.32773, 17.92594], [18.51404, 23.37313, 15.80283], [17.24002, 23.74108, 13.62559], [14.75042, 24.71577, 14.25963], [14.37355, 20.05725, 16.66693], [13.56939, 19.18925, 17.30943], [12.43405, 19.85875, 17.70943], [12.43145, 21.12280, 17.08598], [13.70217, 21.23250, 16.35252], [15.27064, 19.71554, 16.35298], [14.04614, 18.25082, 17.55123], [11.61319, 19.44936, 18.27950], [11.58901, 21.77615, 17.25870], [14.33109, 22.01817, 15.96065], [20.64476, 18.13575, 18.98015], [20.61169, 19.17853, 18.08626], [19.68097, 20.12139, 18.48406], [19.22705, 19.75711, 19.78500], [19.89877, 18.48008, 20.11717], [21.32334, 17.39364, 18.88582], [21.25956, 19.19345, 17.22229], [19.30171, 20.97590, 17.94333], [18.54832, 20.25901, 20.45867], [19.91135, 17.83638, 20.98428], [13.54511, 14.81468, 11.74062], [13.30277, 14.28006, 13.63810], [15.35765, 14.36358, 11.16220], [13.20476, 16.74629, 11.52219], [12.84391, 14.27007, 11.10830], [24.09854, 13.07899, 14.08726], [22.85709, 12.37663, 14.11612], [21.75557, 12.92785, 14.77978], [22.04505, 14.14896, 15.44943], [23.26431, 14.84500, 15.39066], [24.31755, 14.28541, 14.64464], [20.99285, 14.83169, 16.25670], [20.08774, 14.12013, 16.46814], [20.94163, 15.98487, 16.50729], [24.91365, 12.70690, 13.48431], [22.64408, 11.42855, 13.64476], [20.76391, 12.50045, 14.79785], [23.56729, 15.79509, 15.80530], [25.24865, 14.82218, 14.53820], [17.71806, 17.29001, 15.16653], [18.14327, 18.59959, 15.29495], [17.35437, 19.56752, 14.74121], [16.20064, 19.24690, 14.04905], [15.83663, 17.88786, 13.85703], [16.61061, 16.89087, 14.47783], [15.36069, 20.27435, 13.43281], [15.84713, 21.32478, 13.07078], [14.21399, 19.99004, 13.18993], [18.36393, 16.49866, 15.51726], [19.04141, 18.85609, 15.83713], [17.68222, 20.59653, 14.74874], [14.92133, 17.53527, 13.40503], [16.44377, 15.82785, 14.38532]],
  "forces_ev_per_a": [[1.02, 2.60, -1.52], [2.09, 0.37, -2.75], [-4.82, -0.55, 1.81], [4.27, -1.08, 0.78], [-1.73, -0.66, 1.22], [-0.45, -0.17, 0.12], [0.24, -0.14, -0.22], [-0.42, 0.32, 0.53], [-0.23, -0.40, -0.26], [-0.07, -0.27, 0.28], [0.71, -0.60, 0.76], [1.32, -0.22, -2.24], [-1.76, -0.13, 2.42], [1.26, 0.35, -0.77], [-2.00, 0.81, -0.10], [0.23, -0.03, -0.18], [0.28, -0.13, -0.17], [0.05, 0.30, 0.61], [-0.33, -0.21, -0.02], [0.19, -0.20, -0.26], [-0.78, 0.17, -1.09], [0.72, 0.05, 1.29], [-0.32, -0.57, -0.84], [2.50, -0.07, -0.99], [-1.34, -0.82, 2.52], [-0.04, 0.65, -0.27], [-0.60, -0.21, 0.21], [0.10, -0.01, -0.02], [0.40, 0.52, -0.54], [-0.54, 0.37, -0.21], [-0.07, 1.66, 1.05], [-0.65, -0.07, -0.40], [0.08, -0.46, 1.01], [1.91, -3.58, 0.68], [-0.96, 2.44, -2.19], [-0.30, 0.05, 0.27], [-0.21, -0.24, -0.06], [0.40, 0.02, -0.09], [0.01, 0.02, -0.23], [-0.25, 0.16, -0.10], [0.36, 0.48, 0.53], [0.02, 0.27, -1.09], [-0.62, 0.15, 0.14], [0.00, -1.01, 0.00], [0.16, 0.14, 0.33], [-0.37, -2.13, -1.64], [-0.51, 0.98, 0.63], [1.78, 1.43, 0.59], [1.29, 1.65, 0.26], [0.56, -0.91, -0.88], [-1.34, 0.84, 1.16], [0.70, -1.32, -2.33], [-3.46, -3.07, 1.36], [1.67, 3.18, 0.55], [-0.03, -0.56, -0.04], [0.67, -0.03, -0.32], [0.15, -0.06, 0.10], [-1.15, 0.15, 0.57], [0.05, -0.12, -0.01], [1.70, -0.89, 0.47], [-0.35, -0.45, 0.22], [-0.01, 1.49, -0.70], [-0.22, -2.11, -0.22], [-0.13, -0.06, 1.24], [-0.40, 1.30, -0.83], [0.12, 0.12, -1.13], [0.84, 0.27, 0.58], [-0.84, -0.68, 0.34], [0.11, -0.01, 0.47], [0.01, -0.07, -0.02], [-0.19, 0.24, 0.17], [0.00, 0.67, -0.37], [-0.49, 0.07, -0.18]],
  "mulliken_charge": [0.27, -0.42, -0.55, -0.64, -0.48, 0.11, 0.39, 0.36, 0.38, 0.53, 0.06, -0.66, -0.53, 0.00, -0.92, 0.23, 0.40, 0.47, 0.41, 0.52, 0.18, -0.36, -0.64, -0.62, -0.64, 0.17, 0.44, 0.39, 0.43, 0.72, 0.07, -0.92, -0.14, -0.67, -0.40, 0.22, 0.44, 0.63, 0.39, 0.40, -0.36, -0.03, -0.02, 0.03, 0.37, -0.39, -0.50, -0.42, 0.40, -0.24, -0.52, 0.98, -0.61, -0.59, 0.34, 0.36, 0.45, 0.34, 0.40, -0.04, -0.57, -0.11, -0.56, 0.43, -0.88, 1.29, -0.59, -0.61, 0.35, 0.37, 0.51, -0.04, 0.42],
  "multiplicity": 1,
  "homo_ev": -7.307,
  "gap_ev": 6.70,
  "lumo_ha": -0.0225,
  "total_energy_ev": -257823.995,
  "charge": 0
}


2.
{
  "formula": "C29H31BrCuN4O3SSi",
  "method": "ωB97M-V/def2-TZVPD",
  "species": ["Cu", "O", "C", "C", "C", "C", "C", "C", "C", "O", "N", "N", "C", "C", "Br", "C", "C", "C", "C", "C", "C", "C", "H", "H", "H", "H", "H", "H", "H", "H", "H", "H", "H", "H", "H", "H", "C", "Si", "C", "C", "C", "C", "C", "C", "N", "C", "S", "H", "H", "H", "H", "H", "H", "H", "H", "H", "H", "H", "H", "O", "N", "C", "C", "C", "C", "C", "H", "H", "H", "H", "H"],
  "xyz": [[0.17362, 0.22839, -0.17933], [1.51165, 4.12055, -0.73225], [0.76412, 4.66865, -1.70004], [0.99699, 5.97557, -2.12345], [0.27863, 6.50235, -3.18699], [-0.67159, 5.73736, -3.84788], [-0.93132, 4.44562, -3.39948], [-0.25195, 3.91944, -2.31681], [-0.56381, 2.55657, -1.71694], [0.52622, 1.88484, -1.32448], [-1.46882, 2.84313, -0.52704], [-1.34253, 2.08832, 0.53268], [-2.25903, 1.98376, 1.41842], [-2.14442, 1.04322, 2.50957], [-0.42504, 0.26629, 2.75290], [-3.17332, 0.72108, 3.30385], [-3.23656, -0.30633, 4.35211], [-2.74512, -1.59753, 4.15088], [-2.86667, -2.55748, 5.14291], [-3.47587, -2.25117, 6.35155], [-3.97550, -0.97336, 6.56003], [-3.86464, -0.01567, 5.56529], [1.31885, 3.12947, -0.79258], [1.75550, 6.55906, -1.61529], [0.47124, 7.51760, -3.51397], [-1.20449, 6.13587, -4.70264], [-1.68503, 3.83784, -3.89173], [-1.20544, 1.99682, -2.43513], [-2.36596, 3.27662, -0.72883], [-3.21375, 2.51377, 1.32462], [-4.08973, 1.28784, 3.15484], [-2.27623, -1.85007, 3.20902], [-2.48398, -3.55589, 4.97007], [-3.56883, -3.00399, 7.12451], [-4.44772, -0.72163, 7.50204], [-4.25642, 0.98230, 5.72694], [3.22730, -4.72385, 1.14896], [4.00840, -3.85613, -0.33726], [5.88702, -4.13395, -0.24374], [3.44575, -4.66182, -1.95090], [3.71903, -2.00409, -0.18953], [4.75286, -1.10330, 0.00255], [4.50022, 0.24818, 0.22771], [3.18387, 0.65521, 0.29163], [2.15939, -0.17448, 0.10727], [2.39010, -1.48288, -0.17538], [0.99999, -2.41288, -0.51421], [3.41651, -5.80116, 1.14602], [2.14977, -4.56327, 1.12635], [3.60926, -4.31325, 2.08709], [6.11391, -5.20268, -0.26743], [6.30968, -3.72506, 0.67749], [6.40152, -3.66695, -1.08768], [3.72159, -5.72080, -1.97224], [3.89658, -4.17813, -2.82125], [2.36461, -4.58079, -2.04054], [5.78001, -1.45554, -0.02103], [5.30619, 0.95628, 0.36692], [2.92247, 1.68789, 0.49652], [-1.75920, -0.49140, -0.35099], [-2.28033, -0.47822, -1.52305], [-1.68234, -1.12402, -2.55534], [-2.23012, -1.08892, -3.81483], [-3.41085, -0.39635, -4.05753], [-4.00468, 0.25988, -2.98747], [-3.42863, 0.20987, -1.74086], [-0.74826, -1.60925, -2.29768], [-1.72035, -1.60773, -4.61470], [-3.84982, -0.36755, -5.04444], [-4.91939, 0.82128, -3.11975], [-3.83508, 0.69665, -0.86800]],
  "forces_ev_per_a": [[0.32, -0.03, 0.10], [0.11, 0.38, 0.02], [0.09, 0.04, -0.14], [0.07, 0.00, 0.09], [-0.07, -0.02, -0.05], [-0.04, 0.03, -0.09], [-0.02, 0.04, 0.13], [-0.01, -0.17, 0.10], [-0.03, 0.12, -0.07], [-0.13, 0.23, -0.40], [0.06, 0.20, -0.10], [-0.09, -0.18, 0.13], [-0.04, 0.38, -0.30], [0.07, -0.28, 0.37], [-0.16, 0.08, -0.01], [0.11, 0.08, -0.09], [-0.02, -0.06, 0.12], [-0.03, 0.00, 0.01], [0.02, -0.06, 0.02], [-0.02, 0.02, 0.02], [0.00, -0.01, 0.04], [0.02, 0.03, -0.07], [-0.18, -0.22, 0.05], [0.02, -0.03, -0.03], [0.03, -0.01, 0.01], [0.00, 0.03, 0.03], [0.00, -0.02, 0.00], [0.10, 0.00, 0.00], [-0.06, -0.04, 0.09], [0.00, -0.01, 0.03], [0.02, 0.02, -0.08], [-0.03, 0.01, 0.01], [0.01, 0.02, -0.02], [0.02, 0.00, -0.01], [-0.02, 0.00, -0.02], [0.00, -0.01, 0.01], [0.05, 0.03, -0.17], [0.06, -0.15, 0.07], [-0.17, 0.07, 0.03], [0.02, 0.11, 0.15], [-0.24, -0.05, -0.04], [0.02, -0.10, -0.02], [0.14, 0.05, 0.03], [-0.02, -0.04, -0.01], [0.30, -0.18, 0.10], [0.32, 0.22, 0.05], [-0.15, -0.55, -0.10], [0.05, 0.02, -0.04], [-0.02, 0.02, 0.00], [0.04, 0.01, -0.04], [-0.03, -0.01, -0.01], [0.00, -0.01, 0.00], [0.00, 0.00, 0.00], [0.05, 0.03, 0.05], [0.02, 0.02, 0.04], [-0.05, 0.02, -0.01], [-0.01, 0.03, 0.01], [-0.03, 0.02, 0.01], [0.00, 0.01, -0.02], [-0.52, -0.21, 0.02], [-0.10, 0.11, -0.18], [0.23, 0.02, 0.04], [-0.24, 0.09, -0.20], [0.11, -0.03, 0.18], [-0.01, -0.07, -0.27], [-0.08, 0.00, 0.11], [0.01, -0.02, 0.11], [0.05, -0.01, 0.04], [0.00, 0.01, 0.00], [0.00, 0.01, 0.06], [0.09, -0.03, 0.07]],
  "mulliken_charge": [-0.07, -0.70, -0.09, -0.57, -0.32, -0.72, -0.28, 0.24, 0.90, -0.87, -0.12, -0.07, -0.67, 0.59, -0.05, -0.98, 0.35, -0.37, -0.63, -0.39, -0.51, -0.41, 0.29, 0.40, 0.35, 0.38, 0.41, -0.13, 0.36, 0.36, 0.33, 0.65, 0.38, 0.36, 0.35, 0.39, -1.02, 0.25, -1.12, -1.00, 0.23, 0.15, -1.11, -0.14, -0.13, 0.42, -0.55, 0.33, 0.28, 0.32, 0.28, 0.28, 0.30, 0.30, 0.33, 0.26, 0.31, 0.37, 0.47, -0.34, 0.42, 0.08, -0.85, -0.25, -0.73, -0.09, 0.16, 0.43, 0.40, 0.39, 0.39],
  "multiplicity": 1,
  "homo_ev": -3.526,
  "relative_energy_kcal_mol": 13.1,
  "gap_ev": 5.94,
  "lumo_ha": 0.0886,
  "total_energy_ev": -176074.641,
  "charge": -1
}